A molecular structure, C18H21F3N3O7S2ScSe2. Source: OMol25; level of theory: wB97M-V/def2-TZVPD.

Element x y z (Å)
Sc 0.3931 -0.0603 0.0009
S -1.9151 2.7499 3.1384
C -0.2604 3.1862 3.2605
C 0.5150 2.4804 2.3823
C -0.1971 1.5300 1.5797
C -1.5264 1.5870 1.9104
C -2.5201 0.7496 1.2584
C -3.8881 0.8037 1.5266
C -4.7411 -0.0307 0.8324
C -4.2195 -0.8954 -0.1169
C -2.8478 -0.8889 -0.3263
N -2.0214 -0.0988 0.3455
H 0.0518 3.9493 3.9559
H 1.5846 2.6312 2.3015
H -4.2682 1.4986 2.2641
H -5.8075 -0.0018 1.0265
H -4.8495 -1.5600 -0.6903
H -2.3752 -1.5323 -1.0562
O -0.3606 0.0445 -4.6672
C 0.8952 0.1168 -3.9821
C 1.3427 1.5608 -3.7411
C 1.6795 2.1992 -5.0988
O 0.6121 2.1751 -6.0349
C 2.6492 1.5411 -2.9338
Se 2.6001 1.1278 -1.0120
C 0.2727 2.4269 -3.0450
Se -1.0319 1.5055 -1.9054
H -1.0070 0.3153 -3.9816
H 1.6290 -0.3879 -4.6195
H 0.8329 -0.4343 -3.0371
H 2.5542 1.6812 -5.5240
H 1.9569 3.2486 -4.9445
H 0.0519 1.4211 -5.7709
H 3.1144 2.5284 -3.0208
H 3.3397 0.8309 -3.3995
H -0.3034 2.9530 -3.8089
H 0.7893 3.1748 -2.4412
O -0.3842 -4.2713 -0.9870
C -0.1612 -3.1017 -0.9387
N 0.0322 -1.9327 -0.9182
F 1.4700 -3.6292 2.1166
C 2.5449 -2.9699 2.5557
F 3.5397 -3.8701 2.6903
F 2.2678 -2.5253 3.8002
S 3.0518 -1.6184 1.3966
O 3.2239 -2.3294 0.1676
O 4.1927 -1.0334 2.0433
O 1.8642 -0.7230 1.4432
C -0.7955 -2.8011 4.3334
C -0.5565 -1.6105 3.4303
N -0.0916 -0.4889 4.0331
O -0.8270 -1.6515 2.2424
H -0.1949 -2.7732 5.2405
H -0.5768 -3.7042 3.7699
H -1.8503 -2.8127 4.6120
H 0.3723 -0.5627 4.9198
H 0.1545 0.2825 3.4234

Output
- HOMO-LUMO gap: 5.636 eV
- Total charge: -2
- Energy: -219033.1237 eV

***

A single C18H21FN2O molecule. Source: OMol25; level of theory: wB97M-V/def2-TZVPD.

Element x y z (Å)
C -1.4826 0.3959 2.8524
C -0.7720 -0.3154 1.7522
C 0.5246 -0.7235 1.6817
C 0.6889 -1.4414 0.4642
C -0.5448 -1.4564 -0.1646
N -1.4191 -0.7482 0.6105
C -2.7177 -0.3708 0.2287
C -3.0516 0.9817 0.2017
C -4.3130 1.3832 -0.1918
C -5.2299 0.4187 -0.5702
C -4.9216 -0.9302 -0.5531
C -3.6598 -1.3234 -0.1462
H -3.4054 -2.3706 -0.1106
H -5.6644 -1.6519 -0.8517
F -6.4586 0.8043 -0.9665
H -4.5861 2.4261 -0.2184
H -2.3119 1.7160 0.4787
C -0.8958 -2.0160 -1.4928
H -1.4108 -2.9719 -1.3919
H 0.0206 -2.2024 -2.0485
H -1.5381 -1.3358 -2.0515
C 1.9250 -1.9489 -0.1084
O 1.9854 -2.8628 -0.9054
C 3.1565 -1.1438 0.2872
N 2.8906 0.2452 -0.0128
C 2.6341 0.4914 -1.4260
C 2.9981 1.9648 -1.6677
H 3.8047 2.0396 -2.3973
H 2.1503 2.5360 -2.0416
C 3.4656 2.4657 -0.2965
H 4.2543 3.2119 -0.3680
H 2.6270 2.8906 0.2544
C 3.9167 1.1836 0.3931
H 3.9349 1.2683 1.4818
H 4.9222 0.8882 0.0446
H 1.5816 0.2841 -1.6373
H 3.2412 -0.1681 -2.0655
H 4.0331 -1.5419 -0.2568
H 3.3355 -1.2421 1.3606
H 1.2747 -0.5597 2.4273
H -1.3857 1.4785 2.7611
H -1.0542 0.1052 3.8085
H -2.5422 0.1462 2.8524

Output
- Structure (SMILES): Cc1cc(C(=O)CN2CCCC2)c(C)n1-c1ccc(F)cc1
- HOMO-LUMO gap: 8.661 eV
- Energy: -26751.9694 eV
- Energy relative to the best compared isomer or geometry (same formula, charge and spin): 15.24 kcal per mole

***

- What is the HOMO-LUMO gap in the first record?
  5.636 eV

***

- Look up the energy of the first one.
  -219033.1237 eV

***

- What is the energy in the second record?
  -26751.9694 eV